Density functional theory data (ωB97M-V with the def2-TZVPD basis set) for the ion C2H4NO2 with charge +1.

The total energy is -283.34251 Ha. Its SMILES is C[C@@H]1O[N+]1=O. The energy relative to the best compared isomer or geometry (same formula, charge and spin) comes out at 134.1 kcal per mole.

```
! RIJCOSX wB97M-V def2-TZVPD def2/J DEFGRID3
* xyz 1 1
C -0.49 0.75 -0.49
C -0.01 -0.59 -0.07
O -0.18 -1.07 1.30
N 1.03 -0.67 0.89
O 2.04 -0.48 1.41
H -1.58 0.78 -0.66
H -0.26 0.99 -1.55
H -0.51 1.62 0.04
H -0.05 -1.32 -0.87
*
```

Atomic partial charges in e from the Mulliken method, atoms 1 to 8: -1.174, 0.401, -0.155, 0.714, -0.273, 0.355, 0.353, 0.411

=====

Density functional theory data (ωB97M-V with the def2-TZVPD basis set) for the molecule C2H4NO2P.

The total energy is -624.97710 Ha. The energy relative to the best compared isomer or geometry (same formula, charge and spin) comes out at 159.5 kcal per mole.

```
! RIJCOSX wB97M-V def2-TZVPD def2/J DEFGRID3
* xyz 0 1
C -0.40 0.28 -1.32
C 0.38 0.73 -0.12
N 0.51 -1.26 2.16
O 0.52 -2.10 3.02
O -1.67 -0.14 -0.97
P -0.43 -0.70 0.97
H -0.54 1.29 -2.07
H 0.14 -0.46 -1.81
H 1.53 0.71 -0.13
H -0.03 1.65 0.26
*
```

Atomic partial charges in e from the Mulliken method, atoms 1 to 8: -0.334, -0.509, 0.210, -0.378, -0.607, 0.417, 0.241, 0.334

=====

Density functional theory data (ωB97M-V with the def2-TZVPD basis set) for a cluster of 2 separate species, C2H4NO2P in total.

The total energy is -625.17035 Ha. Its SMILES is N=C=O.C=PO. The energy relative to the best compared isomer or geometry (same formula, charge and spin) comes out at 38.2 kcal per mole.

```
! RIJCOSX wB97M-V def2-TZVPD def2/J DEFGRID3
* xyz 0 1
N -2.36 -0.37 0.90
C -2.09 0.56 0.16
O -1.75 1.46 -0.50
H -2.10 -1.29 0.77
C 1.15 -0.82 0.16
P 1.56 0.72 0.70
O 1.69 1.55 -0.70
H 1.13 -1.76 0.82
H 1.17 -1.12 -0.85
H 1.60 1.08 -1.47
*
```

Atomic partial charges in e from the Mulliken method, atoms 1 to 8: -0.512, 0.629, -0.401, 0.285, -0.639, 0.218, -0.437, 0.286

=====

Density functional theory data (ωB97M-V with the def2-TZVPD basis set) for a cluster of 2 separate species, C2H4NO2S in total.

The total energy is -681.83644 Ha. The energy relative to the best compared isomer or geometry (same formula, charge and spin) comes out at 157.9 kcal per mole.

```
! RIJCOSX wB97M-V def2-TZVPD def2/J DEFGRID3
* xyz -1 1
C 0.41 -0.39 -1.36
C -1.86 -0.85 -0.54
N 1.22 0.48 -0.89
O -3.05 -0.50 1.71
O -1.09 -1.89 1.77
S -1.76 -0.75 1.19
H 0.69 -1.09 -2.08
H -2.46 -0.04 -1.03
H 2.21 0.23 -1.14
H -0.89 0.63 1.58
*
```

Atomic partial charges in e from the Mulliken method, atoms 1 to 8: -0.183, -0.558, -0.507, -0.533, -0.574, 0.693, 0.224, 0.190